Entry 1:
ORCA calculation (ωB97M-V with the def2-TZVPD basis set) on a 2-piece molecular cluster, C24H21F6N2 overall.

Values from the calculation:
charge	+1

Geometry (Å):
F1 -5.35 4.84 2.87
C1 -5.30 3.66 2.17
F2 -6.19 2.81 2.77
F3 -5.79 3.93 0.92
C2 -3.90 3.10 2.12
C3 -3.69 1.72 2.20
C4 -2.40 1.22 2.13
C5 -1.26 2.07 1.93
C6 0.04 1.48 1.84
C7 1.32 2.07 2.08
C8 1.58 3.43 2.44
C9 2.87 3.95 2.37
C10 3.96 3.11 2.20
C11 5.36 3.68 2.16
F4 6.27 2.82 2.71
F5 5.76 3.91 0.86
F6 5.46 4.87 2.82
C12 3.77 1.74 2.02
C13 2.49 1.23 1.96
C14 -1.54 3.46 1.80
C15 -2.83 3.96 1.97
H1 -4.54 1.06 2.36
H2 -2.24 0.15 2.28
H3 0.06 0.43 1.56
H4 0.77 4.05 2.80
H5 3.02 5.03 2.48
H6 4.64 1.10 1.93
H7 2.35 0.15 1.83
H8 -0.73 4.15 1.56
H9 -3.00 5.04 1.99
C16 0.52 -5.16 -5.00
C17 -0.89 -5.55 -4.58
C18 -1.21 -4.76 -3.29
N1 -0.11 -3.84 -3.10
C19 -0.03 -2.96 -2.02
C20 0.11 -3.47 -0.70
C21 0.24 -2.57 0.36
N2 0.14 -1.24 0.22
C22 0.01 -0.75 -1.02
C23 -0.06 -1.55 -2.17
C24 1.01 -4.10 -3.99
H10 1.19 -6.02 -4.97
H11 0.55 -4.75 -6.01
H12 -1.62 -5.30 -5.35
H13 -0.97 -6.63 -4.39
H14 -2.16 -4.20 -3.39
H15 -1.34 -5.44 -2.43
H16 0.15 -4.56 -0.54
H17 0.44 -2.96 1.36
H18 -0.04 0.34 -1.10
H19 -0.16 -1.08 -3.15
H20 1.89 -4.49 -3.43
H21 1.34 -3.16 -4.47

Löwdin atomic charge list, values in e, 4 entries: 0.13, -0.50, 0.13, 0.14


Entry 2:
ORCA calculation (ωB97M-V with the def2-TZVPD basis set) on one molecule with the formula C2H4BrO2P.

Values from the calculation:
SMILES string	CC(=O)OPBr
charge	0

Geometry (Å):
C1 -0.68 0.31 -0.49
C2 0.54 -0.47 -0.65
O1 0.92 -0.99 -1.68
O2 1.30 -0.47 0.41
P1 2.77 -1.26 0.31
Br1 4.12 0.46 -0.04
H1 -0.76 1.00 0.29
H2 -1.53 -0.18 -0.77
H3 -0.37 0.90 -1.38
H4 3.05 -1.13 1.63

Löwdin atomic charge list, values in e, 4 entries: 0.04, -0.69, 0.04, -0.34


Entry 3:
ORCA calculation (ωB97M-V with the def2-TZVPD basis set) on a 2-piece molecular cluster, C12H17N overall.

Values from the calculation:
SMILES string	CCc1c[nH]c2ccccc12.CC
charge	0

Geometry (Å):
C1 -3.73 -1.94 1.88
C2 -2.79 -0.80 2.16
C3 -1.77 -0.41 1.01
C4 -1.96 0.56 0.08
N1 -1.09 0.56 -0.95
C5 -0.13 -0.34 -0.70
C6 1.04 -0.74 -1.37
C7 1.71 -1.87 -0.98
C8 1.04 -2.76 0.04
C9 0.01 -2.35 0.74
C10 -0.64 -1.03 0.53
H1 -4.47 -1.51 1.32
H2 -3.93 -2.63 2.69
H3 -3.12 -2.53 1.22
H4 -3.43 0.05 2.56
H5 -2.14 -1.03 2.99
H6 -2.66 1.40 0.11
H7 -0.87 1.36 -1.50
H8 1.46 -0.18 -2.14
H9 2.72 -2.29 -1.26
H10 1.41 -3.75 0.10
H11 -0.73 -2.89 1.32
C11 3.29 3.53 -0.57
C12 2.79 2.85 -1.82
H12 3.15 4.54 -0.68
H13 2.53 3.08 0.08
H14 4.14 3.12 -0.21
H15 3.03 1.76 -1.70
H16 3.41 3.27 -2.78
H17 1.73 2.99 -2.16

Löwdin atomic charge list, values in e, 4 entries: -0.10, -0.19, -0.17, -0.09


Entry 4:
ORCA calculation (ωB97M-V with the def2-TZVPD basis set) on an isolated ion of composition C3H4NO2S and charge -1.

Values from the calculation:
SMILES string	C=C([O-])CSN=O
charge	-1

Geometry (Å):
C1 0.59 -0.41 1.00
C2 0.24 0.84 0.56
O1 0.60 1.95 1.02
C3 -0.67 0.86 -0.70
S1 -2.43 1.05 -0.29
N1 -2.62 -0.51 0.26
O2 -3.72 -0.90 0.68
H1 1.22 -0.53 1.86
H2 0.22 -1.30 0.53
H3 -0.41 1.72 -1.32
H4 -0.57 -0.06 -1.26

Löwdin atomic charge list, values in e, 4 entries: -0.06, -0.74, -0.15, -0.43


Entry 5:
ORCA calculation (ωB97M-V with the def2-TZVPD basis set) on C10H15ClFFeIr as an isolated structure.

Values from the calculation:
2S+1	10
charge	-1

Geometry (Å):
Ir1 -0.01 0.28 -0.93
Cl1 -0.41 -0.38 -3.13
C1 1.10 1.95 -0.76
H1 1.81 1.89 0.08
H2 0.41 2.80 -0.66
H3 1.67 2.04 -1.72
Fe1 -2.35 0.76 -0.55
C2 -3.33 -0.65 0.38
C3 -3.65 2.19 -0.91
C4 -1.24 1.19 0.82
H4 -3.50 3.07 -0.28
H5 -3.54 2.50 -1.98
H6 -4.67 1.81 -0.77
H7 -3.12 -0.72 1.44
H8 -4.40 -0.40 0.19
H9 -3.09 -1.61 -0.14
H10 -0.92 2.24 0.92
H11 -1.09 0.46 1.64
F1 4.82 -3.06 1.17
C5 3.67 -2.36 0.87
C6 2.82 -2.86 -0.12
C7 1.71 -2.09 -0.49
C8 1.48 -0.85 0.07
C9 2.28 -0.42 1.14
C10 3.40 -1.17 1.54
H12 3.04 -3.80 -0.59
H13 1.02 -2.46 -1.24
H14 2.03 0.51 1.67
H15 4.05 -0.86 2.34

Löwdin atomic charge list, values in e, 4 entries: 1.00, -0.23, -0.40, -0.02


Entry 6:
ORCA calculation (ωB97M-V with the def2-TZVPD basis set) on a 2-piece molecular cluster, C5H12O overall.

Values from the calculation:
SMILES string	C=CC.CCO
charge	0

Geometry (Å):
C1 -3.45 -0.32 -0.87
C2 -2.51 -0.48 0.06
C3 -1.71 0.62 0.72
H1 -4.09 -1.19 -0.99
H2 -3.58 0.59 -1.43
H3 -2.27 -1.42 0.56
H4 -2.23 0.65 1.70
H5 -1.67 1.60 0.27
H6 -0.70 0.26 0.97
C4 2.39 -1.22 -0.16
C5 2.13 0.23 -0.46
O1 2.42 1.19 0.53
H7 3.34 -1.25 0.39
H8 2.43 -1.94 -0.98
H9 1.64 -1.58 0.56
H10 2.69 0.58 -1.33
H11 1.06 0.39 -0.74
H12 2.87 0.82 1.29

Löwdin atomic charge list, values in e, 4 entries: -0.02, -0.25, -0.11, 0.04


Short version: E = -1635.59113, -3144.47132, -522.10191, -720.07103, -2317.84845, -272.88282 Ha, in the order given.